No. 1
2 unconnected molecules or ions with the total composition C4H8ClF2N5O at a distorted geometry. Source: OMol25; level of theory: ωB97M-V/def2-TZVPD.

Output
- Total charge: +2
- LUMO energy: -0.317 hartree
- Energy above the lowest of the compared OMol25 structures with the same formula, charge and spin: 0.779 eV
- Kohn-Sham gap: 9.9 eV

The geometry in XYZ format:
```
21
Properties=species:S:1:pos:R:3:forces:R:3
C -0.3547 -1.4808 -0.6288 -0.948 -0.627 0.323
C -2.1526 0.2425 0.0578 2.126 -0.552 1.482
C 0.1264 0.2410 1.0675 -1.700 -0.216 -0.535
C 2.0515 2.2486 -1.2737 -0.484 0.015 1.249
N -1.7040 -0.7650 -0.6627 -3.448 -0.413 -2.066
N 0.3845 -0.9303 0.4626 -0.967 1.552 0.608
N -1.1910 0.7668 0.9097 1.140 1.825 2.291
N 0.9000 0.9098 1.8939 0.963 -1.983 -0.771
N -0.5030 -2.8686 -0.4660 0.892 -0.283 -0.219
O 1.4237 1.3954 -0.6986 0.645 0.454 -2.016
F 2.5011 3.2350 -0.5387 0.454 0.742 0.376
F 0.2429 -1.1981 -1.7934 -0.118 0.459 -0.350
Cl -3.7506 0.7884 0.1842 1.175 -0.350 -0.475
H 2.3616 2.4894 -2.3004 -0.433 -0.940 -0.149
H -2.4653 -1.1708 -1.3590 2.200 0.692 1.780
H 1.2877 -1.3154 0.4431 1.700 -0.209 0.434
H -1.2985 1.5724 1.6735 -0.987 -2.233 -2.652
H 0.5486 1.8111 2.1506 0.637 0.549 0.496
H 1.9223 0.6521 1.9611 -1.637 0.769 0.144
H 0.0996 -3.2623 0.3110 -1.226 0.359 -1.491
H -0.4304 -3.3610 -1.3938 0.016 0.389 1.541
```
Positions in Å, forces in eV/Å.

---

No. 2
C17H19N5O3 in the gas phase at a distorted geometry. Source: OMol25; level of theory: ωB97M-V/def2-TZVPD.

Output
- LUMO energy: 0.025 hartree
- Energy above the lowest of the compared OMol25 structures with the same formula, charge and spin: 5.202 eV
- SMILES: N[C@@H](Cc1c[nH]cn1)C(=O)N[C@@H](Cc1c[nH]c2ccccc12)C(=O)O
- Kohn-Sham gap: 8.4 eV

The geometry in XYZ format:
```
44
Properties=species:S:1:pos:R:3:forces:R:3
N -0.6299 -1.1621 -3.3208 -0.035 -1.093 -0.599
C 0.4774 -0.3823 -2.7976 1.227 0.426 -2.410
C 0.7209 0.9731 -3.5942 -2.179 1.244 3.501
C 1.1420 0.9743 -4.9619 0.005 -1.140 -2.824
C 0.6054 0.2511 -6.0107 -0.881 1.067 0.034
N 1.1845 0.7157 -7.1550 -0.408 -0.611 -2.979
C 2.2046 1.5759 -6.7574 0.751 1.246 -0.953
N 2.1631 1.7773 -5.4675 -0.330 -0.836 0.515
C 0.1967 -0.1305 -1.3893 -1.695 -2.115 4.934
O -0.8603 -0.5917 -0.8046 3.353 2.187 -2.022
N 1.2682 0.2758 -0.6309 1.029 1.657 -0.304
C 1.2342 0.2753 0.8837 -0.434 0.070 0.087
C 0.0929 1.1645 1.5244 -3.067 -0.918 -0.938
C -1.0899 0.5284 2.3443 0.684 -2.037 0.412
C -2.0158 -0.3766 1.8309 1.347 1.894 0.073
N -2.5133 -1.1962 2.7875 0.456 0.622 1.481
C -2.0751 -0.8324 4.0583 2.138 0.405 0.234
C -2.2328 -1.4972 5.3565 0.106 2.748 0.267
C -1.6079 -0.7273 6.4010 0.546 -2.940 -0.086
C -0.6306 0.2577 6.1326 -1.224 0.160 2.954
C -0.4587 0.7746 4.9156 2.581 4.974 -2.271
C -1.1060 0.3020 3.8006 -2.092 -2.828 -0.392
C 1.2559 -1.2328 1.5246 2.186 1.664 -2.312
O 1.2407 -2.1980 0.8214 -0.980 -0.364 -0.153
O 1.7041 -1.3060 2.7853 -0.852 1.672 0.104
H -0.6133 -2.1326 -2.9447 0.293 1.029 -0.371
H -1.4887 -0.7943 -2.9003 0.375 0.023 -0.211
H 1.5152 -0.8851 -2.8334 -1.858 0.113 -0.113
H -0.2140 1.6643 -3.3647 1.362 -1.383 -0.871
H 1.4733 1.5424 -3.0566 0.391 -0.029 0.258
H -0.2621 -0.3690 -6.1807 0.069 -0.120 0.790
H 0.6285 0.5020 -8.1243 2.728 0.946 3.098
H 3.0625 2.0845 -7.3442 -2.127 -1.204 0.459
H 2.0488 0.8799 -1.1755 -2.424 -2.136 2.110
H 2.1737 0.8240 1.1296 -0.510 -0.908 0.161
H 0.5307 1.7540 2.2643 0.972 1.617 0.662
H -0.4615 1.7368 0.7213 1.270 -0.206 0.769
H -2.2697 -0.3317 0.7926 -0.346 -0.857 -0.170
H -3.3895 -1.6114 2.7872 -1.696 -1.093 -0.781
H -2.8933 -2.3587 5.7129 0.868 1.322 -1.287
H -1.6769 -1.1857 7.4400 0.014 0.978 -1.330
H -0.1596 0.7940 6.9740 -0.232 -0.609 -0.361
H 0.1802 1.8828 4.7938 -1.510 -3.584 0.364
H 1.5454 -2.2089 3.0319 0.129 -1.048 0.469
```
Positions in Å, forces in eV/Å.

---

No. 3
A molecular structure, C24H58NO10PtS6 at a distorted geometry. Source: OMol25; level of theory: ωB97M-V/def2-TZVPD.

Output
- Total charge: +1
- LUMO energy (spin up / spin down): -0.070 / -0.070 hartree
- Multiplicity: 3
- Kohn-Sham gap (spin up / spin down): 5.8 / 5.4 eV

The geometry in XYZ format:
```
100
Properties=species:S:1:pos:R:3:forces:R:3
Pt 0.2453 0.8921 0.1099 -0.653 -1.765 -2.045
C -0.9848 -2.8955 0.9976 1.160 0.141 1.401
C -1.5813 -3.1112 -0.3610 -1.287 0.324 -0.428
C -2.8447 -4.0411 -0.0858 0.052 -0.057 -1.005
C -3.8503 -4.1159 -1.2421 -0.833 0.844 -0.751
C -4.2999 -2.6889 -1.6522 0.749 0.178 2.213
C -3.1330 -1.7160 -1.9359 -1.130 -0.335 0.328
N -2.0471 -1.8097 -0.8978 -0.670 1.356 1.434
O -1.0258 -0.7489 -0.8591 -1.206 -1.799 -1.737
C -3.8562 -0.3125 -1.9949 2.144 -0.971 -0.733
C -2.6385 -2.0918 -3.3156 2.283 1.119 -0.259
C -0.6432 -3.8511 -1.3243 0.016 0.167 -0.576
H -0.8299 -3.8315 1.5342 -0.427 -0.514 -0.095
H -1.5783 -2.2574 1.6524 -0.243 -0.149 -0.328
H 0.0129 -2.4634 1.0754 0.127 0.462 -0.764
H -3.4076 -3.7836 0.8114 0.212 0.663 0.105
H -2.5119 -5.0563 0.1303 0.395 -0.087 -0.091
H -4.7710 -4.6197 -0.9479 0.094 -0.278 0.340
H -3.5144 -4.6905 -2.1053 0.438 0.036 -0.021
H -4.7578 -2.2759 -0.7534 -0.145 -0.044 0.521
H -5.1201 -2.5382 -2.3541 0.424 -0.624 -0.650
H -4.3430 -0.0452 -1.0570 0.154 0.131 -0.172
H -4.5098 -0.3092 -2.8671 -0.513 -0.232 0.347
H -3.0466 0.3369 -2.3280 -0.239 0.647 0.735
H -2.6605 -3.1522 -3.5670 -0.607 0.207 -0.233
H -1.5752 -1.8659 -3.2354 0.466 -0.130 -0.216
H -2.9145 -1.3766 -4.0905 -0.772 -0.528 -0.349
H 0.1849 -3.2875 -1.7541 0.133 0.656 0.648
H -1.2074 -4.0517 -2.2351 -0.123 -0.730 0.165
H -0.2061 -4.7473 -0.8839 -0.256 -0.255 -0.072
C 1.4756 -4.5644 3.5217 1.159 -3.002 -1.165
C 2.4787 -3.8065 2.6255 -1.829 -0.388 1.114
O 2.1989 -2.4883 3.0960 0.824 0.834 -1.365
C 1.4424 -2.4802 4.1868 0.365 3.819 2.533
O 1.2630 -1.4283 4.8359 0.040 -3.522 -1.960
O 1.0956 -3.7162 4.5251 -0.892 1.406 1.219
H 2.0187 -5.4062 3.9513 -0.247 -0.143 0.258
H 0.6119 -4.9915 3.0121 -0.069 0.367 -0.183
H 2.1618 -3.9526 1.5929 0.595 0.414 -0.102
H 3.4936 -4.1077 2.8851 0.058 0.315 -0.450
C -2.8154 3.7396 -0.1441 0.273 0.131 0.300
S -1.4748 3.8863 1.1358 0.915 -1.434 -1.937
O -0.6148 2.6053 1.0131 -1.939 3.639 1.514
C -0.4682 5.2007 0.3442 -0.315 -0.053 -0.098
H -3.1646 4.7385 -0.4056 -0.079 0.028 0.218
H -3.6264 3.1475 0.2801 0.068 0.141 0.177
H -2.4991 3.2339 -1.0564 0.493 0.002 0.285
H -0.1128 4.9716 -0.6604 -0.182 -0.561 0.061
H 0.4050 5.3486 0.9797 -0.161 0.072 0.112
H -1.0620 6.1112 0.2631 -0.012 0.061 0.341
C 4.4354 0.4745 -0.1375 0.299 -0.783 0.928
S 3.0495 -0.7624 -0.1269 0.428 0.425 -2.474
O 1.8820 -0.1560 -0.9014 1.504 -1.325 -0.087
C 3.8561 -1.9411 -1.3832 -0.051 0.115 0.064
H 5.1411 0.0437 0.5728 0.109 -0.157 0.221
H 4.1118 1.4115 0.3157 -0.352 -0.227 -0.326
H 5.0278 0.5860 -1.0457 -0.658 0.024 -0.314
H 4.6076 -2.5604 -0.8935 -0.335 -0.164 0.368
H 4.3830 -1.5538 -2.2552 -0.032 1.131 0.302
H 3.0903 -2.5360 -1.8808 -0.365 -0.183 0.772
C -3.5409 -0.3470 2.1432 -0.877 0.025 0.619
S -1.9578 0.0209 2.9993 0.489 0.527 -2.246
O -1.0028 0.2940 1.8167 -2.368 -1.396 3.624
C -2.3005 1.6686 3.7290 -0.560 -0.810 0.128
H -3.7798 0.2590 1.2693 0.836 0.171 -0.095
H -4.4117 -0.2187 2.7861 0.160 0.127 0.591
H -3.5872 -1.3988 1.8608 0.553 0.079 -0.134
H -2.7532 1.5128 4.7082 -0.017 -0.121 0.054
H -3.0280 2.2047 3.1196 0.418 0.239 -0.133
H -1.3320 2.1446 3.8824 -0.136 0.071 -0.362
C -0.0977 0.6597 -4.0501 0.116 -1.298 0.077
S -1.0412 1.7920 -2.9430 0.839 -0.449 -1.708
O -0.3578 1.9315 -1.6010 -0.342 1.502 -2.735
C -0.6889 3.2933 -4.0297 -0.693 -0.106 1.212
H -0.7318 0.2279 -4.8243 -0.603 0.631 -0.074
H 0.1678 -0.2648 -3.5373 -0.015 0.269 0.843
H 0.8089 0.9785 -4.5644 -0.064 0.797 0.343
H -1.1145 3.1465 -5.0223 0.131 -0.452 0.054
H 0.3518 3.6138 -4.0787 -0.003 -0.308 0.146
H -1.3053 4.0624 -3.5643 0.221 0.256 0.020
C 3.1360 2.6640 -2.6728 0.187 0.020 0.917
S 2.4431 3.4471 -1.1298 -0.942 0.071 -0.658
O 1.9376 2.3549 -0.1823 2.663 2.539 -1.080
C 4.0078 4.2130 -0.5192 -0.319 -0.369 0.344
H 2.4113 1.9388 -3.0429 0.071 -0.098 0.376
H 4.0820 2.2133 -2.3727 -0.155 -0.318 -0.245
H 3.3389 3.3790 -3.4701 -0.150 0.396 0.329
H 3.7823 4.8822 0.3111 -0.308 -0.401 0.265
H 4.4825 4.8927 -1.2269 -0.160 -0.471 -0.569
H 4.6695 3.4055 -0.2058 0.179 0.235 -0.025
C 2.2976 3.1486 2.9363 0.852 -0.589 0.078
S 1.9295 1.3628 3.1566 -1.661 -0.340 0.248
O 1.5398 0.9071 1.7495 3.007 -0.472 3.034
C 3.5932 0.7103 3.6810 0.442 1.204 -0.208
H 3.0083 3.1305 2.1101 0.127 0.478 0.105
H 2.6965 3.5636 3.8619 0.358 -0.220 -0.019
H 1.4456 3.7784 2.6804 -0.338 -0.777 -0.151
H 4.3491 1.2848 3.1456 0.159 -0.475 -0.589
H 3.7301 -0.3711 3.6718 -0.575 0.119 -0.725
H 3.8458 0.9718 4.7085 -0.879 0.299 0.311
```
Positions in Å, forces in eV/Å.

---

No. 4
2 unconnected molecules or ions with the total composition C3H8O2 at a distorted geometry. Source: OMol25; level of theory: ωB97M-V/def2-TZVPD.

Output
- LUMO energy: 0.021 hartree
- Energy above the lowest of the compared OMol25 structures with the same formula, charge and spin: 2.712 eV
- SMILES: C=O.CCO
- Kohn-Sham gap: 10.4 eV

The geometry in XYZ format:
```
13
Properties=species:S:1:pos:R:3:forces:R:3
C 0.2852 -1.3710 1.6269 -2.244 6.034 2.945
O -0.0975 -0.1943 2.0345 2.179 -5.290 -1.791
H 1.2049 -1.6045 1.1541 0.986 0.267 -0.455
H -0.3799 -2.1491 1.8718 -0.935 -1.388 0.029
C -1.0681 0.7540 -0.7572 1.275 -0.754 1.741
C 0.5123 0.7910 -0.4717 0.174 0.924 -2.331
O 1.2630 -0.4819 -0.8128 -1.878 1.490 0.489
H -1.4675 0.0446 0.0232 0.000 0.866 -0.950
H -1.5573 1.7407 -0.6482 0.557 -0.406 0.240
H -1.3585 0.4004 -1.7420 0.388 -0.208 -0.218
H 0.7711 1.2563 0.4824 -0.303 -1.418 0.386
H 1.0233 1.5466 -1.0922 -0.575 -0.202 -0.577
H 0.8690 -0.7329 -1.6687 0.376 0.083 0.491
```
Positions in Å, forces in eV/Å.

---

Calculated energy, -1165.542528 -1158.599750 -4264.136239 -269.495212 Eh (same order as the records).